Entry from the Open Molecules 2025 dataset: a molecular structure, C31H39AuF6N5O7S2 (wB97M-V/def2-TZVPD).

## Properties
* total charge: +1
* relative energy (zero: lowest compared OMol25 entry of this formula, charge and spin): 3.4 kcal per mole
* electronic energy: -96224.3133 eV
* max |F|: 0.00619 Eh/bohr
* ⟨S²⟩: 2.012
* LUMO energy (alpha / beta): -3.175 / -4.949 eV
* multiplicity: 3
* frontier orbital gap (alpha / beta): 7.5 / 6.4 eV

Element x y z (Å)
Au -0.42258 2.10923 -0.27306
O 6.05453 1.51953 2.46429
C 5.90230 1.59205 1.06324
C 4.44138 1.72230 0.73766
C 4.02292 1.78427 -0.58599
C 2.67546 1.90282 -0.85628
N 1.77467 1.96355 0.12358
C 2.15520 1.92180 1.40150
C 3.48856 1.79432 1.74456
C 1.06267 2.07055 2.40083
C 1.27047 1.98829 3.76352
C 0.20642 2.17171 4.63919
C 0.43959 2.10113 6.13166
O 1.48116 1.21279 6.47846
C -1.04842 2.43419 4.11204
C -1.19709 2.50225 2.74027
N -0.16464 2.32559 1.91826
H 6.98522 1.40802 2.67906
H 6.28971 0.69726 0.56662
H 6.42875 2.45588 0.64509
H 4.73292 1.74515 -1.40318
H 2.29137 1.95597 -1.86727
H 3.81298 1.76364 2.77312
H 2.24824 1.76521 4.16719
H -0.49592 1.86358 6.64258
H 0.75559 3.08623 6.47671
H 1.16448 0.30574 6.41137
H -1.90889 2.57694 4.75301
H -2.15745 2.69206 2.27849
C -2.72119 -0.50806 -3.29850
N -3.27078 0.34220 -2.23785
C -3.71829 -0.38307 -1.04522
C -3.05543 1.66613 -2.20329
S -2.83480 2.48526 -0.67809
N -3.07544 2.38291 -3.32444
C -2.54281 3.75196 -3.38012
C -3.84684 1.99219 -4.50833
H -2.08927 -1.26361 -2.83284
H -2.09070 0.06930 -3.96387
H -3.50814 -1.00590 -3.86575
H -4.07880 -1.35754 -1.37066
H -4.53108 0.14835 -0.56071
H -2.91522 -0.51449 -0.32296
H -1.66626 3.85498 -2.74850
H -3.29984 4.46932 -3.06224
H -2.26628 3.95567 -4.41336
H -4.54766 1.20118 -4.26623
H -3.20220 1.67638 -5.32856
H -4.41137 2.86490 -4.83442
C 1.33483 5.16374 0.50821
C 0.25273 5.18702 -0.57652
O -0.04647 3.98411 -1.17650
C -1.03655 5.77889 0.03961
F -1.46223 4.95287 1.02780
F -2.03424 5.87762 -0.83781
F -0.85259 6.98125 0.59267
C 0.76602 6.08114 -1.73549
F -0.12255 6.17987 -2.73015
F 1.88399 5.54309 -2.24959
F 1.06743 7.32075 -1.33501
H 0.98361 4.59018 1.36282
H 1.56946 6.17271 0.83993
H 2.23484 4.70281 0.10469
C 0.94815 -10.58499 -0.27939
C 0.46011 -9.17612 -0.07051
C -0.88891 -8.86250 -0.22061
C -1.35151 -7.57490 -0.00024
C -0.44267 -6.59436 0.37607
C 0.90914 -6.87959 0.53816
C 1.34909 -8.16971 0.30881
S -1.01041 -4.96276 0.64765
O -2.44950 -4.95910 0.65173
O -0.31587 -4.36050 1.74944
N -0.43382 -4.22012 -0.72449
C -0.90417 -2.83431 -0.88610
C 0.27022 -1.88915 -1.14795
C -0.11090 -0.44621 -0.94116
O -0.04191 0.39411 -1.88629
O -0.47909 -0.07791 0.21761
H 0.29516 -11.13443 -0.95642
H 0.96665 -11.12248 0.67175
H 1.96025 -10.59788 -0.68349
H -1.58646 -9.63914 -0.51077
H -2.39858 -7.32145 -0.10198
H 1.59158 -6.09890 0.85023
H 2.39959 -8.40734 0.43127
H -0.57119 -4.81418 -1.53292
H -1.39927 -2.52023 0.03273
H -1.64079 -2.77852 -1.68748
H 0.67987 -2.01597 -2.14873
H 1.03981 -2.12753 -0.41219

Cartesian forces (eV/Å) of the 6 atoms listed first:
-0.01 -0.09 0.29
0.03 -0.01 -0.06
-0.05 0.01 0.08
0.03 0.00 0.03
0.02 0.02 -0.06
-0.05 0.00 0.08



Entry from the Open Molecules 2025 dataset: a molecular structure, C31H39ErN2OSi in a non-equilibrium geometry (wB97M-V/def2-TZVPD).

## Properties
* total charge: 0
* electronic energy: -73311.1809 eV
* max |F|: 0.06671 Eh/bohr
* ⟨S²⟩: 3.753
* LUMO energy (alpha / beta): 0.047 / 0.047 eV
* multiplicity: 4
* frontier orbital gap (alpha / beta): 6.9 / 6.9 eV

Element x y z (Å)
C 2.67711 -0.33897 1.65340
C 2.85430 -0.99096 0.39875
C 2.75952 -0.00931 -0.62582
H 3.10535 -2.04375 0.24861
C 2.51819 1.25328 -0.00873
C 2.47012 1.05046 1.40009
H 2.47631 2.21704 -0.51293
C -0.82865 -2.37549 1.61164
C 0.36763 -2.82316 0.98103
C 0.18298 -2.73307 -0.43455
H 1.22540 -3.27447 1.48553
C -1.11097 -2.17796 -0.66832
C -1.73066 -1.96579 0.59643
H 2.96262 -0.16263 -1.68580
H 2.34822 1.83224 2.14568
H 2.75848 -0.80286 2.63731
H -2.76828 -1.63364 0.73969
H 0.83831 -3.14632 -1.21106
H -1.05874 -2.42387 2.68472
Er 0.44066 -0.27237 0.53227
C -1.84771 -2.06442 -1.98560
C -3.23039 -2.70146 -1.84040
C -1.08005 -2.75105 -3.11972
H -3.13818 -3.72092 -1.45565
H -3.73724 -2.73876 -2.80993
H -3.86637 -2.13230 -1.15389
H -1.04886 -3.83179 -2.92359
H -0.04877 -2.38846 -3.22664
H -1.60125 -2.59807 -4.07477
C -2.10112 -0.56758 -2.32158
C -0.87829 0.29422 -2.43072
H -2.77514 -0.10768 -1.56886
H -2.63642 -0.52170 -3.28681
O -0.11055 0.50642 -1.42346
N -0.65092 0.87452 -3.59480
C 0.34882 1.93744 -3.84887
H -1.33857 0.73337 -4.33419
C 1.71000 1.41444 -4.21793
C 2.85146 2.08366 -3.75570
H 2.72258 2.98854 -3.15425
C 4.12668 1.59361 -4.05053
H 5.00386 2.10224 -3.65091
C 4.27307 0.45279 -4.85034
H 5.26983 0.06644 -5.08013
C 3.13414 -0.18434 -5.35133
H 3.23211 -1.07258 -5.97883
C 1.85058 0.30206 -5.05353
H 0.95800 -0.18030 -5.46555
H 0.42210 2.56469 -2.95911
H -0.06875 2.53596 -4.67031
C -2.90858 1.44914 0.79860
Si -2.18177 1.25270 2.51283
C -2.35643 2.95397 3.27071
C -3.19756 0.02871 3.49556
N -0.51001 0.67976 2.41425
C 0.17851 0.68943 3.63335
C 0.39586 1.90827 4.33557
C 0.94240 1.91128 5.61289
C 1.36529 0.71311 6.20667
C 1.20845 -0.49269 5.51582
C 0.62809 -0.51422 4.25121
H -3.82463 2.05544 0.90831
H -3.21395 0.49593 0.35273
H -2.23108 1.98491 0.11736
H -3.40002 3.28938 3.17418
H -2.09973 2.98381 4.33647
H -1.72733 3.68335 2.74251
H -3.23624 -0.94950 3.00184
H -2.78623 -0.11751 4.50284
H -4.22951 0.39500 3.60047
H 0.08342 2.84129 3.85683
H 1.04044 2.85845 6.14113
H 1.80460 0.72531 7.20466
H 1.54373 -1.43133 5.96089
H 0.47977 -1.46137 3.72237

Cartesian forces (eV/Å) of the 6 atoms listed first:
0.55 0.27 -0.15
0.69 0.39 -0.07
0.43 0.11 0.34
-0.22 0.46 0.07
0.33 -0.49 0.45
0.48 -0.20 -0.38